No. 1
Entry from OMol25: C5H12O2 as an isolated structure in a non-equilibrium geometry (ωB97M-V/def2-TZVPD).

Geometry (Å):
1 O -0.22 -1.00 2.75
2 O -1.48 1.32 1.38
3 C 0.54 -1.63 -0.24
4 C 0.78 -0.81 2.00
5 C -0.35 1.68 -1.54
6 C -0.23 0.19 -1.76
7 C 0.66 -0.36 -0.73
8 H -0.40 -2.16 -0.25
9 H -1.17 -0.36 -1.77
10 H -1.08 0.24 2.76
11 H -0.95 1.84 -0.65
12 H 1.17 0.17 1.72
13 H 1.64 0.13 -0.73
14 H 1.45 -2.21 -0.22
15 H 0.30 0.07 -2.71
16 H 0.60 2.23 -1.47
17 H -2.18 0.32 1.27
18 H 1.53 -1.61 2.14
19 H -0.93 2.08 -2.37

Properties
Frontier orbital gap (eV): 8.576
Relative energy (zero: lowest compared OMol25 entry of this formula, charge and spin) (kJ/mol): 734.4
M (g/mol): 104.15
Multiplicity: 1
DFT total energy (eV): -9467.525
Largest force on an atom (hartree/bohr): 0.148

Atomic partial charges in e from the Löwdin method, atoms 1 to 8: -0.093 -0.495 -0.033 -0.126 -0.118 -0.262 -0.172 0.082



No. 2
Entry from OMol25: C25H21Co2N2O6 as an isolated structure in a non-equilibrium geometry (ωB97M-V/def2-TZVPD).

Geometry (Å):
1 Co 0.62 3.15 1.14
2 Co 2.16 0.52 2.45
3 O 3.24 -0.03 5.07
4 O 2.74 2.49 -0.79
5 O -1.81 4.07 -0.19
6 O 0.08 -1.47 1.94
7 O 4.43 0.20 0.68
8 O 1.46 5.83 1.93
9 N -0.41 0.82 -0.16
10 N 1.38 -2.87 -2.88
11 C -1.48 1.71 2.67
12 C -0.68 -0.91 -2.35
13 C -4.14 0.17 0.53
14 C -2.78 1.46 2.08
15 C -5.17 1.89 1.91
16 C 1.90 2.72 -0.01
17 C -1.70 -0.03 -2.00
18 C 2.61 -3.92 -1.15
19 C 0.53 -0.84 -1.67
20 C 2.16 -4.07 -2.61
21 C 1.08 4.78 1.67
22 C -0.83 3.66 0.30
23 C -0.26 2.03 2.21
24 C 1.19 -2.60 -4.28
25 C -2.94 0.38 1.20
26 C -3.94 2.16 2.51
27 C 3.51 0.36 1.35
28 C 1.72 -1.77 -1.99
29 C 0.90 -0.67 2.12
30 C -5.26 0.93 0.89
31 C -1.45 0.91 -0.99
32 C 2.32 -2.47 -0.74
33 C 1.06 2.18 2.65
34 C 0.61 0.09 -0.62
35 C 2.80 0.19 4.02
36 H 1.60 0.29 -0.22
37 H -1.53 1.82 3.76
38 H -2.15 1.72 -0.86
39 H 1.53 -4.96 -2.76
40 H 3.23 -1.92 -0.46
41 H 2.01 -4.60 -0.54
42 H -3.84 2.88 3.32
43 H 2.53 -1.16 -2.47
44 H 1.31 2.66 3.62
45 H -2.09 -0.30 1.12
46 H 0.60 -1.69 -4.43
47 H -2.66 0.00 -2.50
48 H -4.19 -0.60 -0.25
49 H -0.84 -1.71 -3.06
50 H 0.65 -3.46 -4.73
51 H 2.15 -2.50 -4.83
52 H 3.03 -4.17 -3.29
53 H 1.62 -2.42 0.10
54 H -6.21 0.78 0.36
55 H -6.06 2.43 2.24
56 H 3.67 -4.17 -1.03

Properties
Frontier orbital gap (eV): 5.630
Relative energy (zero: lowest compared OMol25 entry of this formula, charge and spin) (kJ/mol): 269.3
M (g/mol): 563.32
Multiplicity: 1
Charge: -1
DFT total energy (eV): -116780.355
Largest force on an atom (hartree/bohr): 0.085

Atomic partial charges in e from the Löwdin method, atoms 1 to 8: 0.058 0.084 0.060 0.078 0.101 0.081 0.089 0.097



No. 3
Entry from OMol25: C9H25ClIN2OP2STb as an isolated structure in a non-equilibrium geometry (ωB97M-V/def2-TZVPD).

Geometry (Å):
1 Tb 0.94 0.16 0.06
2 I 2.81 -0.56 -2.06
3 Cl 2.47 1.17 1.75
4 S -1.52 0.39 1.30
5 P -0.55 2.36 -0.87
6 P 0.11 -2.23 1.29
7 O 2.01 -2.23 -5.38
8 N -2.56 1.32 3.59
9 N -4.05 0.38 2.09
10 C -0.07 3.66 0.35
11 C 1.34 -3.36 0.58
12 C 0.74 -1.99 3.00
13 C -2.78 0.72 2.40
14 C -2.24 2.93 -1.28
15 C 2.97 -1.84 -4.84
16 C 4.41 -1.66 -4.92
17 C -1.34 -3.28 1.63
18 C 0.45 2.81 -2.31
19 H -1.02 -4.16 2.21
20 H -1.82 -3.57 0.68
21 H 1.49 2.46 -2.18
22 H 4.62 -0.57 -4.74
23 H 0.98 -2.98 3.42
24 H -2.66 2.28 -2.06
25 H 1.60 -1.30 2.98
26 H -0.79 3.62 1.18
27 H 2.25 -2.80 0.29
28 H -0.11 4.63 -0.15
29 H 1.54 -4.16 1.32
30 H -2.20 3.98 -1.60
31 H 4.84 -2.15 -4.00
32 H 0.92 3.42 0.77
33 H -2.08 -2.70 2.20
34 H 0.94 -3.77 -0.35
35 H 0.37 3.90 -2.46
36 H -0.05 -1.50 3.58
37 H -4.85 0.55 2.70
38 H 4.84 -2.06 -5.89
39 H -3.31 1.52 4.24
40 H 0.07 2.26 -3.18
41 H -1.61 1.59 3.86
42 H -4.23 -0.07 1.19
43 H -2.87 2.83 -0.39

Properties
Frontier orbital gap (spin up / spin down) (eV): 6.440 / 6.419
<S²>: 12.69
Relative energy (zero: lowest compared OMol25 entry of this formula, charge and spin) (kJ/mol): 70.9
M (g/mol): 592.61
Multiplicity: 7
Charge: +2
DFT total energy (eV): -87225.845
Largest force on an atom (hartree/bohr): 0.099

Atomic partial charges in e from the Löwdin method, atoms 1 to 8: 0.473 0.322 -0.109 0.505 0.599 0.600 0.297 0.126



No. 4
Entry from OMol25: a 4-piece molecular cluster, C22H52FNO12S overall in a non-equilibrium geometry (ωB97M-V/def2-TZVPD).

Geometry (Å):
1 S 2.03 -0.41 3.49
2 F 2.30 0.54 2.09
3 O -3.05 0.35 -2.25
4 O 5.92 1.87 -0.01
5 O 0.62 -1.09 3.28
6 O 8.13 3.31 -1.67
7 O -8.72 -2.66 1.41
8 O -0.30 -0.17 -0.85
9 O 1.87 0.42 4.81
10 O -1.93 -2.49 -2.92
11 O 2.61 -2.78 4.36
12 O -8.41 0.43 1.63
13 O 4.95 4.65 -1.06
14 O -7.12 -1.47 -1.00
15 N 3.16 -1.71 3.76
16 C 6.23 1.82 -1.41
17 C -9.20 1.53 2.07
18 C -9.15 -2.20 0.12
19 C -1.48 0.45 -0.34
20 C 0.87 0.56 -0.51
21 C 5.97 3.17 0.58
22 C 7.73 1.94 -1.68
23 C -2.73 -0.19 -0.96
24 C -2.56 -1.53 -3.77
25 C -8.29 -0.57 2.64
26 C 3.75 5.23 -1.56
27 C -7.72 -1.86 2.05
28 C 5.11 -0.92 2.14
29 C -8.13 -2.49 -0.98
30 C -2.22 -0.11 -3.32
31 C -2.44 -3.79 -3.10
32 C 6.44 -1.31 3.07
33 C 3.09 -2.52 1.22
34 C 4.75 4.03 0.21
35 C 9.54 3.46 -1.62
36 C -6.02 -1.84 -1.82
37 C 3.96 -2.07 2.53
38 H 7.13 -0.37 3.29
39 H 3.08 -3.71 1.22
40 H -7.61 -0.19 3.41
41 H 5.45 -0.99 1.01
42 H -8.63 -2.48 -1.96
43 H -9.27 -0.77 3.09
44 H -1.16 0.00 -3.08
45 H -3.59 0.06 -0.32
46 H 8.30 1.39 -0.92
47 H 3.69 -2.21 0.25
48 H 0.96 0.66 0.57
49 H 4.81 0.16 2.48
50 H -9.23 2.27 1.27
51 H -10.06 -2.77 -0.10
52 H 5.94 3.00 1.66
53 H 4.63 4.83 0.96
54 H -2.43 0.57 -4.16
55 H -3.50 -3.82 -2.83
56 H -1.50 0.32 0.74
57 H 1.97 -2.19 1.22
58 H -5.30 -1.01 -1.83
59 H 5.98 -1.77 4.07
60 H 9.93 3.05 -0.69
61 H 3.98 5.72 -2.51
62 H 2.55 -3.58 3.75
63 H 3.85 3.41 0.19
64 H -1.47 1.52 -0.57
65 H 0.85 1.54 -0.99
66 H 10.01 2.97 -2.48
67 H -2.18 -1.69 -4.79
68 H -6.35 -2.02 -2.85
69 H -5.52 -2.72 -1.42
70 H -2.66 -1.28 -0.98
71 H -3.64 -1.68 -3.75
72 H 3.00 4.46 -1.73
73 H 1.73 0.01 -0.89
74 H -7.67 -3.47 -0.82
75 H -1.90 -4.48 -2.45
76 H -7.33 -2.47 2.87
77 H -10.23 1.20 2.26
78 H 5.65 2.55 -1.97
79 H 9.77 4.53 -1.66
80 H 6.91 3.68 0.36
81 H 3.37 5.99 -0.86
82 H -9.43 -1.15 0.15
83 H 7.01 -2.16 2.49
84 H -8.77 1.99 2.96
85 H -6.88 -1.66 1.37
86 H 4.61 -3.02 2.84
87 H -2.32 -4.12 -4.14
88 H 5.91 0.82 -1.74
89 H 7.96 1.53 -2.67

Properties
Frontier orbital gap (eV): 7.893
Relative energy (zero: lowest compared OMol25 entry of this formula, charge and spin) (kJ/mol): 316.7
M (g/mol): 573.72
Multiplicity: 1
DFT total energy (eV): -63258.139
Largest force on an atom (hartree/bohr): 0.204

Atomic partial charges in e from the Löwdin method, atoms 1 to 8: 0.923 -0.242 -0.149 -0.160 -0.363 -0.206 -0.142 -0.204



No. 5
Entry from OMol25: C30H24KN5O3S2 as an isolated structure in a non-equilibrium geometry (ωB97M-V/def2-TZVPD).

Geometry (Å):
1 K 1.08 -0.93 -0.65
2 S 0.00 2.23 -0.47
3 S 0.47 -3.75 -0.85
4 O 0.97 -2.91 -1.93
5 O -2.49 -2.17 0.55
6 O 1.47 -4.53 -0.19
7 N 3.67 -0.08 0.08
8 N 2.88 -0.42 2.24
9 N 1.68 -0.66 2.00
10 N 0.84 1.50 -1.56
11 N -0.34 -2.78 0.16
12 C -1.66 -2.92 0.05
13 C -3.32 -4.57 -1.08
14 C -3.55 2.70 -2.45
15 C 3.67 0.26 1.37
16 C 1.03 -1.49 2.88
17 C 0.52 6.71 -1.30
18 C 1.52 5.81 -1.64
19 C 0.19 4.03 -0.75
20 C -0.78 4.93 -0.35
21 C -1.07 -2.32 3.69
22 C -0.41 -3.08 4.64
23 C 1.36 4.46 -1.36
24 C -2.04 -4.09 -0.82
25 C 1.70 -2.31 3.81
26 C -2.20 2.72 -2.16
27 C -0.36 -1.53 2.81
28 C -1.77 2.23 -0.93
29 C -0.95 -4.69 -1.44
30 C -2.67 1.71 -0.02
31 C -4.46 2.20 -1.53
32 C -2.37 -6.19 -2.59
33 C -1.09 -5.73 -2.32
34 C 0.98 -3.09 4.68
35 C 5.53 1.37 -0.27
36 C 4.60 0.44 -0.70
37 C 4.58 1.19 1.90
38 C -0.61 6.28 -0.64
39 C -3.47 -5.62 -1.97
40 C -4.02 1.70 -0.32
41 C 5.50 1.76 1.06
42 H -2.31 1.34 0.93
43 H -3.90 3.10 -3.40
44 H -2.50 -7.00 -3.29
45 H -4.72 1.32 0.40
46 H 0.63 7.76 -1.55
47 H -1.50 3.13 -2.87
48 H -0.87 -0.96 2.05
49 H 2.78 -2.31 3.81
50 H -0.98 -3.68 5.34
51 H -4.46 -5.99 -2.19
52 H -1.38 6.98 -0.36
53 H 1.49 -3.72 5.40
54 H -5.51 2.19 -1.77
55 H 4.52 1.42 2.95
56 H -1.67 4.59 0.16
57 H 4.60 0.09 -1.73
58 H -2.15 -2.36 3.61
59 H 6.28 1.76 -0.95
60 H 2.12 3.74 -1.62
61 H 0.65 1.83 -2.50
62 H 2.42 6.16 -2.12
63 H -4.17 -4.13 -0.57
64 H -0.22 -6.16 -2.80
65 H 6.21 2.49 1.44

Properties
Frontier orbital gap (eV): 7.841
Relative energy (zero: lowest compared OMol25 entry of this formula, charge and spin) (kJ/mol): 101.1
M (g/mol): 605.79
Multiplicity: 1
DFT total energy (eV): -83086.481
Largest force on an atom (hartree/bohr): 0.060

Atomic partial charges in e from the Löwdin method, atoms 1 to 8: 0.780 0.987 0.603 -0.453 0.022 -0.294 0.085 0.089



No. 6
Entry from OMol25: a 2-piece molecular cluster, C21H34N2O4S overall in a non-equilibrium geometry (ωB97M-V/def2-TZVPD).

Geometry (Å):
1 S 0.73 3.13 -1.78
2 O -3.77 -0.63 -0.88
3 O -0.96 1.32 -6.40
4 O -0.88 4.77 -5.50
5 O 0.59 -3.24 1.37
6 N 1.66 1.86 -1.16
7 N -0.73 2.28 -1.90
8 C 0.93 0.70 -1.04
9 C -0.93 -1.45 -0.93
10 C 1.99 0.52 4.05
11 C 3.07 1.33 1.86
12 C 1.00 -0.64 3.63
13 C 0.78 -4.58 1.84
14 C 0.88 -3.14 -0.04
15 C -5.15 -0.69 1.09
16 C -2.92 0.12 -1.78
17 C 3.33 0.48 3.18
18 C -5.65 0.11 2.37
19 C -0.50 1.01 -1.48
20 C 4.25 1.22 0.82
21 C -1.13 2.35 -5.57
22 C -1.43 -0.15 -1.38
23 C 1.46 -0.58 -0.56
24 C -0.72 3.74 -6.32
25 C 2.90 -0.89 -0.07
26 C 0.48 -1.70 -0.51
27 C -3.99 0.07 0.34
28 C 3.98 0.21 -0.37
29 H 2.05 1.15 1.42
30 H 3.05 2.41 2.21
31 H 3.23 -1.82 -0.61
32 H -4.85 -1.73 1.38
33 H -4.30 1.14 0.19
34 H 2.20 0.53 5.16
35 H -4.78 0.47 2.98
36 H -3.13 -0.06 -2.86
37 H 4.96 -0.34 -0.54
38 H 1.98 -3.33 -0.21
39 H -6.02 -0.77 0.38
40 H -6.26 -0.62 2.97
41 H -1.67 -2.30 -0.87
42 H -2.16 2.51 -5.18
43 H -3.10 0.06 1.03
44 H 1.43 -5.12 1.10
45 H 0.46 -0.34 2.69
46 H -1.33 3.75 -7.25
47 H 1.48 1.49 3.81
48 H 0.35 -3.93 -0.64
49 H 1.28 -4.53 2.84
50 H 0.19 -0.82 4.40
51 H 3.68 -0.56 2.97
52 H -0.53 2.34 -4.63
53 H 4.40 2.26 0.40
54 H 2.86 -1.19 1.02
55 H 5.19 0.97 1.38
56 H 0.30 3.57 -6.72
57 H -6.32 0.95 2.06
58 H 1.52 -1.60 3.38
59 H -0.21 -5.09 2.00
60 H 4.09 1.07 3.78
61 H 3.78 0.73 -1.35
62 H -3.12 1.21 -1.58

Properties
Frontier orbital gap (eV): 2.505
M (g/mol): 410.58
Multiplicity: 1
Charge: -2
DFT total energy (eV): -44325.731
Largest force on an atom (hartree/bohr): 0.060

Atomic partial charges in e from the Löwdin method, atoms 1 to 8: 0.874 -0.187 -0.304 -0.312 -0.222 -0.322 -0.253 -0.265



No. 7
Entry from OMol25: C23H36BN8O2PPdS as an isolated structure in a non-equilibrium geometry (ωB97M-V/def2-TZVPD).

Geometry (Å):
1 Pd -1.40 1.34 -0.13
2 S -1.28 -0.10 -2.39
3 P 2.08 -0.40 0.32
4 O 1.75 0.93 -0.18
5 O -3.26 -1.33 -0.39
6 N 0.94 -1.24 1.21
7 N 3.43 -0.30 1.35
8 N 2.55 -1.51 -0.85
9 N -3.38 2.56 0.78
10 N -1.50 4.88 0.01
11 N -3.25 -1.85 -1.57
12 N -0.91 3.75 -0.42
13 N -3.81 3.76 0.34
14 C 0.62 5.41 -0.40
15 C -4.43 1.75 0.78
16 C 0.36 -2.50 0.71
17 C 3.70 1.01 1.96
18 C -1.21 -1.54 2.26
19 C -3.25 -3.21 -4.00
20 C 3.87 -2.87 -2.21
21 C 3.88 -2.12 -0.88
22 C -5.58 2.43 0.34
23 C 3.17 -1.86 -3.13
24 C 3.40 -0.69 3.68
25 C -0.20 -0.46 1.80
26 C -2.36 -1.41 -2.56
27 C -5.13 3.71 0.07
28 C -0.60 -2.88 1.83
29 C 3.95 0.73 3.46
30 C 3.66 -1.36 2.33
31 C 2.12 -1.19 -2.24
32 C -4.13 -2.85 -1.83
33 C -0.61 5.89 0.03
34 C -2.40 -2.16 -3.77
35 C 0.36 4.05 -0.67
36 C -4.16 -3.56 -3.00
37 B -2.99 5.07 0.44
38 H -1.70 -1.85 -4.53
39 H 0.18 0.13 2.64
40 H 4.69 -1.38 -0.87
41 H 1.11 -1.58 -2.41
42 H 2.07 -0.11 -2.39
43 H -1.38 -1.50 3.34
44 H 1.04 3.29 -1.02
45 H -4.32 0.73 1.10
46 H 3.46 1.46 4.10
47 H -6.58 2.05 0.22
48 H -3.50 5.91 -0.28
49 H 3.89 -1.21 4.51
50 H -4.86 -4.38 -3.11
51 H 4.70 -1.72 2.27
52 H -5.65 4.58 -0.29
53 H 3.26 -3.77 -2.11
54 H -2.14 -1.37 1.75
55 H -3.00 5.46 1.61
56 H 2.74 -2.33 -4.02
57 H 1.54 5.96 -0.50
58 H 4.86 -3.14 -2.55
59 H -0.91 6.88 0.35
60 H 1.15 -3.25 0.58
61 H 2.33 -0.66 3.86
62 H -3.23 -3.75 -4.94
63 H -4.80 -3.05 -1.00
64 H 2.86 1.68 1.80
65 H 4.02 -2.78 -0.02
66 H -0.72 0.23 1.05
67 H 3.90 -1.11 -3.46
68 H -0.04 -3.33 2.66
69 H -1.36 -3.59 1.50
70 H 4.58 1.47 1.51
71 H -0.17 -2.37 -0.23
72 H 5.02 0.74 3.68
73 H 2.98 -2.20 2.15

Properties
Frontier orbital gap (eV): 3.847
Relative energy (zero: lowest compared OMol25 entry of this formula, charge and spin) (kJ/mol): 62.9
M (g/mol): 636.87
Multiplicity: 1
Charge: -2
DFT total energy (eV): -64731.821
Largest force on an atom (hartree/bohr): 0.023

Atomic partial charges in e from the Löwdin method, atoms 1 to 8: 0.080 0.593 0.564 -0.283 -0.169 -0.189 -0.193 -0.188